No. 1
A molecular structure, C40H30CuF12N8O20S4, computed with ωB97M-V/def2-TZVPD.

Geometry (Å):
Cu (0.60, 0.69, -1.62)
C (-1.35, 1.05, -5.20)
F (-2.19, 0.30, -4.41)
F (-0.26, 0.37, -5.53)
F (-1.92, 1.44, -6.34)
S (-0.96, 2.61, -4.13)
O (-0.83, 3.78, -5.00)
O (-2.03, 2.79, -3.19)
N (0.46, 2.04, -3.25)
S (1.56, 2.78, -4.03)
O (1.61, 2.33, -5.42)
O (1.83, 4.19, -3.84)
C (3.05, 1.88, -3.16)
F (4.26, 2.33, -3.58)
F (2.90, 2.01, -1.84)
F (3.06, 0.56, -3.46)
C (0.95, 0.67, 2.54)
F (-0.09, -0.03, 2.05)
F (0.46, 1.84, 2.74)
F (1.35, 0.17, 3.79)
S (2.37, 0.77, 1.23)
O (2.38, 2.18, 0.88)
O (3.57, 0.28, 1.87)
N (1.74, -0.18, -0.10)
S (2.16, -1.67, 0.24)
O (1.94, -2.17, 1.59)
O (1.66, -2.47, -0.89)
C (4.07, -1.76, -0.20)
F (4.81, -1.80, 0.93)
F (4.27, -2.87, -0.91)
F (4.41, -0.76, -1.00)
C (-1.70, 0.41, 6.30)
C (-1.45, 1.36, 5.32)
C (-2.31, 1.45, 4.26)
C (-3.50, 0.68, 4.21)
C (-3.78, -0.24, 5.25)
C (-2.91, -0.33, 6.35)
N (-4.50, 0.91, 3.14)
O (-4.59, 1.99, 2.61)
O (-5.15, -0.04, 2.83)
H (-1.03, 0.25, 7.12)
H (-0.58, 1.99, 5.36)
H (-2.20, 2.09, 3.39)
H (-4.69, -0.81, 5.30)
H (-3.14, -1.02, 7.15)
C (2.35, -5.13, -5.59)
C (3.01, -4.08, -5.02)
C (2.28, -3.02, -4.46)
C (0.86, -3.16, -4.40)
C (0.19, -4.32, -4.90)
C (0.99, -5.19, -5.61)
N (0.08, -2.10, -3.67)
O (0.69, -1.12, -3.12)
O (-1.14, -2.26, -3.54)
H (2.89, -5.96, -6.02)
H (4.09, -4.14, -5.04)
H (2.77, -2.25, -3.88)
H (-0.87, -4.41, -4.75)
H (0.59, -6.05, -6.13)
C (-5.93, -1.96, -1.69)
C (-5.22, -2.90, -0.91)
C (-3.85, -2.74, -0.63)
C (-3.20, -1.61, -1.11)
C (-3.89, -0.68, -1.89)
C (-5.28, -0.83, -2.18)
N (-1.75, -1.43, -0.77)
O (-1.24, -0.41, -1.14)
O (-1.17, -2.36, -0.19)
H (-6.96, -2.17, -1.97)
H (-5.62, -3.79, -0.43)
H (-3.45, -3.54, -0.03)
H (-3.42, 0.22, -2.27)
H (-5.82, -0.11, -2.77)
C (7.50, 2.03, 1.34)
C (6.25, 2.42, 1.00)
C (6.07, 3.23, -0.13)
C (7.12, 3.57, -0.99)
C (8.43, 3.06, -0.65)
C (8.58, 2.28, 0.46)
N (6.82, 4.26, -2.24)
O (7.67, 4.34, -3.13)
O (5.73, 4.84, -2.31)
H (7.81, 1.52, 2.24)
H (5.39, 2.13, 1.58)
H (5.04, 3.49, -0.34)
H (9.26, 3.25, -1.32)
H (9.53, 1.95, 0.85)
C (-1.35, 6.12, 2.84)
C (-0.14, 5.58, 2.36)
C (-0.17, 4.43, 1.55)
C (-1.30, 3.82, 1.12)
C (-2.53, 4.38, 1.64)
C (-2.55, 5.49, 2.51)
N (-1.37, 2.57, 0.38)
O (-0.45, 2.22, -0.40)
O (-2.31, 1.76, 0.57)
H (-1.30, 7.04, 3.41)
H (0.78, 6.10, 2.59)
H (0.75, 4.02, 1.15)
H (-3.41, 3.89, 1.26)
H (-3.45, 5.87, 2.97)
C (-1.62, -3.96, 3.41)
C (-2.18, -5.17, 3.82)
C (-3.53, -5.46, 3.60)
C (-4.38, -4.43, 3.22)
C (-3.80, -3.20, 2.82)
C (-2.45, -3.05, 2.83)
N (-5.80, -4.72, 2.90)
O (-6.53, -3.76, 2.95)
O (-6.10, -5.82, 2.65)
H (-0.56, -3.78, 3.47)
H (-1.45, -5.87, 4.20)
H (-3.99, -6.41, 3.83)
H (-4.29, -2.47, 2.18)
H (-2.00, -2.10, 2.57)

The LUMO energy (spin up / spin down) is -1.85 / -4.14 eV. As for the energy above the lowest of the compared OMol25 structures with the same formula, charge and spin: 278.84 kJ/mol. As for the spin multiplicity: 2. As for the HOMO energy (spin up / spin down): -0.3648 / -0.3648 hartree. For the HOMO-LUMO gap (spin up / spin down), the calculation gives 8.1 / 5.8 eV.

***

No. 2
C18H21O5P in the gas phase, computed with ωB97M-V/def2-TZVPD.

Geometry (Å):
C (-6.23, -0.74, -0.03)
C (-5.17, -0.51, 1.03)
O (-4.29, 0.56, 0.68)
C (-3.29, 0.29, -0.14)
O (-3.10, -0.80, -0.64)
C (-2.41, 1.49, -0.39)
C (-1.21, 1.06, -1.21)
P (-0.36, -0.34, -0.33)
O (-0.78, -0.54, 1.07)
O (-0.56, -1.66, -1.24)
C (1.44, -0.09, -0.75)
O (1.49, -0.05, -2.16)
C (1.99, 1.22, -0.24)
C (1.38, 1.91, 0.80)
C (1.92, 3.10, 1.26)
C (3.06, 3.61, 0.68)
C (3.67, 2.93, -0.36)
C (3.14, 1.74, -0.82)
C (2.20, -1.24, -0.14)
C (2.22, -1.38, 1.24)
C (2.89, -2.44, 1.82)
C (3.55, -3.37, 1.03)
C (3.54, -3.23, -0.35)
C (2.87, -2.17, -0.93)
H (-6.79, 0.17, -0.21)
H (-5.76, -1.05, -0.96)
H (-6.91, -1.52, 0.30)
H (-5.62, -0.20, 1.98)
H (-4.57, -1.42, 1.18)
H (-2.11, 1.88, 0.58)
H (-3.00, 2.26, -0.90)
H (-0.50, 1.88, -1.32)
H (-1.50, 0.72, -2.20)
H (-1.44, -2.00, -1.04)
H (1.07, -0.86, -2.48)
H (0.48, 1.51, 1.26)
H (1.44, 3.62, 2.08)
H (3.48, 4.54, 1.04)
H (4.57, 3.33, -0.82)
H (3.60, 1.21, -1.63)
H (1.71, -0.66, 1.86)
H (2.89, -2.55, 2.89)
H (4.07, -4.20, 1.48)
H (4.06, -3.94, -0.97)
H (2.89, -2.05, -2.01)

The LUMO energy is 0.78 eV. Its SMILES is CCOC(=O)CC[P@@](=O)(O)C(O)(c1ccccc1)c1ccccc1. As for the spin multiplicity: 1. As for the HOMO energy: -0.3254 hartree. For the HOMO-LUMO gap, the calculation gives 9.6 eV.

***

No. 3
2 unconnected molecules or ions with the total composition C4H9NO, computed with ωB97M-V/def2-TZVPD.

Geometry (Å):
C (2.43, -1.07, 0.13)
C (-1.17, 1.33, 0.08)
C (-0.84, -1.15, -0.02)
C (-0.32, 0.18, -0.56)
N (1.03, 0.54, -0.23)
O (1.48, 1.68, -0.20)
H (3.22, -0.57, 0.68)
H (1.96, -1.85, 0.75)
H (-2.18, 1.03, -0.21)
H (-1.02, 1.45, 1.09)
H (-1.01, 2.37, -0.40)
H (-1.82, -1.44, -0.53)
H (-1.23, -0.77, 1.00)
H (-0.15, -2.05, 0.07)
H (-0.39, 0.31, -1.65)

The LUMO energy (spin up / spin down) is -0.42 / -0.80 eV. As for the energy above the lowest of the compared OMol25 structures with the same formula, charge and spin: 797.44 kJ/mol. As for the spin multiplicity: 1. As for the HOMO energy (spin up / spin down): -0.2963 / -0.2821 hartree. For the HOMO-LUMO gap (spin up / spin down), the calculation gives 7.6 / 6.9 eV.

***

No. 4
A molecular structure, C27H45BN7PtS2, computed with ωB97M-V/def2-TZVPD.

Geometry (Å):
Pt (-0.11, -0.22, -0.21)
C (5.08, 0.85, 0.85)
C (3.95, 0.16, 0.16)
C (4.00, -0.82, -0.83)
C (2.69, -1.14, -1.15)
N (1.89, -0.37, -0.38)
N (2.66, 0.43, 0.42)
B (1.97, 1.41, 1.41)
N (1.07, 2.30, 0.57)
N (0.25, 1.73, -0.35)
C (-0.31, 2.71, -1.13)
C (0.15, 3.91, -0.63)
C (1.02, 3.63, 0.42)
C (1.84, 4.57, 1.23)
C (-1.20, 2.50, -2.32)
C (-2.61, 3.05, -2.04)
C (-0.62, 3.27, -3.53)
C (-1.20, 1.02, -2.68)
N (1.08, 0.55, 2.31)
N (0.27, -0.38, 1.73)
C (-0.29, -1.16, 2.72)
C (0.17, -0.66, 3.92)
C (1.03, 0.40, 3.64)
C (1.84, 1.22, 4.58)
C (-1.17, -2.35, 2.51)
C (-0.59, -3.55, 3.28)
C (-2.58, -2.08, 3.06)
C (-1.18, -2.72, 1.03)
C (2.20, -2.15, -2.16)
C (2.74, -1.75, -3.54)
C (0.68, -2.22, -2.21)
C (2.76, -3.53, -1.77)
H (6.02, 0.47, 0.46)
H (5.04, 0.68, 1.92)
H (5.04, 1.92, 0.68)
H (4.89, -1.25, -1.25)
H (2.75, 2.04, 2.04)
H (-0.09, 4.89, -1.01)
H (1.59, 5.59, 0.96)
H (2.90, 4.42, 1.04)
H (1.67, 4.43, 2.30)
H (-2.56, 4.12, -1.86)
H (-3.06, 2.59, -1.16)
H (-3.25, 2.87, -2.90)
H (-0.58, 4.34, -3.32)
H (-1.27, 3.13, -4.39)
H (0.38, 2.93, -3.78)
H (-1.42, 0.43, -1.77)
H (-0.24, 0.73, -3.11)
H (-1.97, 0.76, -3.41)
H (-0.06, -1.04, 4.90)
H (1.59, 0.95, 5.60)
H (1.67, 2.28, 4.44)
H (2.91, 1.04, 4.42)
H (-0.55, -3.35, 4.35)
H (0.42, -3.80, 2.94)
H (-1.23, -4.43, 3.13)
H (-2.53, -1.87, 4.13)
H (-3.21, -2.95, 2.92)
H (-3.05, -1.22, 2.59)
H (-0.25, -3.19, 0.74)
H (-1.35, -1.79, 0.43)
H (-1.99, -3.40, 0.77)
H (2.40, -0.76, -3.83)
H (2.40, -2.47, -4.29)
H (3.83, -1.76, -3.55)
H (0.25, -1.27, -2.54)
H (0.26, -2.53, -1.24)
H (0.35, -2.97, -2.94)
H (3.85, -3.53, -1.78)
H (2.42, -4.28, -2.49)
H (2.43, -3.84, -0.77)
S (-2.28, 0.57, 0.60)
C (-3.72, -0.05, -0.08)
N (-3.86, -1.01, -0.97)
C (-5.24, -1.43, -1.30)
C (-6.17, -0.36, -0.72)
S (-5.19, 0.63, 0.47)
H (-3.07, -1.51, -1.34)
H (-5.42, -2.41, -0.86)
H (-5.35, -1.51, -2.38)
H (-7.01, -0.80, -0.19)
H (-6.55, 0.32, -1.48)

The LUMO energy is -12.01 eV. As for the energy above the lowest of the compared OMol25 structures with the same formula, charge and spin: 0.00 kJ/mol. As for the spin multiplicity: 1. As for the HOMO energy: -0.6449 hartree. For the HOMO-LUMO gap, the calculation gives 5.5 eV. As for the charge: +3.

***

| no. | strongest force on any atom (eV/A) |
| --- | --- |
| 1 | 7.31 |
| 2 | 1.32 |
| 3 | 5.85 |
| 4 | 2.84 |